[1]
# C27H57NO4OsP2SSi

A molecular structure, C27H57NO4OsP2SSi (the ωB97M-V functional and the def2-TZVPD basis, the Open Molecules 2025 dataset).

XYZ file:
```
94
Properties=species:S:1:pos:R:3:lowdin_charge:R:1
Os 0.021 0.145 0.237 0.92
P -1.332 -1.218 1.513 0.64
P 1.346 1.321 -1.356 0.67
N 1.138 -1.250 0.015 -0.30
H -3.108 1.270 0.231 0.10
C -2.635 -2.216 0.714 -0.24
H -3.187 -2.753 1.500 0.05
H -2.180 -2.939 0.028 0.05
H -3.322 -1.571 0.153 0.04
C -2.283 -0.381 2.813 -0.26
H -2.954 -1.124 3.262 0.05
H -2.869 0.433 2.378 0.01
H -1.621 0.044 3.576 0.04
C -0.458 -2.518 2.449 -0.25
H -1.153 -2.955 3.177 0.05
H 0.408 -2.098 2.969 0.05
H -0.114 -3.299 1.762 0.05
C 1.046 1.235 -3.163 -0.25
H 1.784 1.859 -3.694 0.05
H 0.037 1.595 -3.390 0.04
H 1.138 0.201 -3.509 0.05
C 1.378 3.132 -1.170 -0.28
H 1.988 3.565 -1.976 0.06
H 1.803 3.385 -0.195 0.02
H 0.362 3.530 -1.234 0.04
C 3.127 0.919 -1.327 -0.26
H 3.683 1.641 -1.940 0.05
H 3.279 -0.088 -1.727 0.04
H 3.499 0.944 -0.300 0.04
C 2.069 -2.225 0.080 -0.42
C 2.980 -4.387 -0.654 -0.11
C 2.028 -3.385 -0.773 -0.05
C 3.132 -2.152 1.041 -0.05
C 4.071 -3.167 1.140 -0.11
C 4.003 -4.280 0.301 -0.11
H 2.929 -5.258 -1.304 0.10
H 1.213 -3.429 -1.503 0.10
H 3.149 -1.267 1.684 0.10
H 4.862 -3.084 1.885 0.10
H 4.751 -5.075 0.389 0.10
C -2.645 1.597 -0.725 -0.53
O -1.411 0.907 -0.896 -0.53
C -3.524 1.161 -1.910 -0.05
H -4.116 1.999 -2.306 0.07
H -4.201 0.370 -1.576 0.06
H -2.893 0.774 -2.720 0.08
C -2.532 3.122 -0.680 -0.07
H -2.416 3.530 -1.698 0.09
H -1.720 3.499 -0.051 0.04
H -3.477 3.519 -0.279 0.07
C -3.536 2.881 4.498 -0.03
C -3.610 3.178 3.010 -0.61
C -4.814 2.466 2.400 -0.03
C -3.732 4.677 2.809 -0.03
O -2.399 2.680 2.343 -0.18
Si -0.794 2.995 2.624 -0.11
S 0.576 1.593 1.860 0.38
O -0.544 4.493 2.093 -0.13
C -0.203 5.880 1.779 -0.60
C 1.117 5.948 1.022 -0.03
C -1.321 6.465 0.929 -0.03
C -0.080 6.672 3.065 -0.03
O -0.622 2.807 4.237 -0.19
C 0.467 2.730 5.218 -0.62
C 1.477 1.637 4.895 -0.09
C 1.179 4.068 5.248 -0.04
C -0.231 2.431 6.534 -0.03
H -4.481 3.185 4.974 0.10
H -2.717 3.442 4.957 0.07
H -3.360 1.817 4.678 0.09
H -4.891 2.656 1.323 0.08
H -4.771 1.384 2.562 0.08
H -5.750 2.820 2.857 0.09
H -4.671 5.029 3.263 0.10
H -2.891 5.192 3.290 0.08
H -3.737 4.934 1.744 0.08
H 1.061 5.479 0.033 0.06
H 1.376 7.006 0.851 0.09
H 1.936 5.494 1.595 0.09
H -2.239 6.556 1.521 0.07
H -1.054 7.480 0.605 0.09
H -1.522 5.864 0.035 0.08
H -1.002 6.622 3.655 0.09
H 0.764 6.326 3.672 0.07
H 0.103 7.725 2.810 0.09
H 2.074 1.883 4.009 0.04
H 2.185 1.553 5.734 0.09
H 1.007 0.660 4.736 0.08
H 0.477 4.885 5.453 0.09
H 1.928 4.039 6.046 0.09
H 1.692 4.272 4.300 0.08
H -0.946 3.224 6.772 0.08
H -0.769 1.477 6.489 0.09
H 0.488 2.368 7.367 0.09
```

Properties
HOMO level (spin up / spin down)   -0.1829 / -0.2676 Ha
2S+1   5
LUMO energy (spin up / spin down)   0.62 / -0.72 eV
Gap between HOMO and LUMO (spin up / spin down)   5.5920 / 6.5647 eV



[2]
# C19H51F12HfNO20P2S6

A molecular structure, C19H51F12HfNO20P2S6 (the ωB97M-V functional and the def2-TZVPD basis, the Open Molecules 2025 dataset).

XYZ file:
```
112
Properties=species:S:1:pos:R:3:lowdin_charge:R:1
Hf 15.708 -12.457 -13.675 2.42
P 15.694 -11.401 -16.711 0.19
F 15.475 -12.408 -17.871 -0.05
F 14.438 -12.064 -15.922 -0.16
F 16.632 -12.551 -15.964 -0.21
F 15.893 -10.585 -15.331 -0.20
F 17.051 -10.803 -17.334 -0.09
F 14.720 -10.271 -17.336 -0.09
P 14.651 -15.719 -15.688 0.16
F 15.228 -14.353 -14.966 -0.27
F 15.148 -15.154 -17.085 -0.10
F 16.081 -16.449 -15.440 -0.14
F 14.000 -16.995 -16.357 -0.09
F 14.213 -16.265 -14.219 -0.14
F 13.249 -14.981 -15.899 -0.13
C 16.440 -7.517 -17.769 0.07
N 16.299 -7.025 -16.373 -0.41
O 16.546 -5.835 -16.140 0.08
O 15.902 -7.750 -15.497 0.02
H 16.582 -8.595 -17.782 0.07
H 17.282 -7.026 -18.251 0.11
H 15.492 -7.211 -18.212 0.12
O 13.529 -13.241 -13.537 -0.45
S 12.076 -13.465 -13.381 0.79
O 11.369 -12.924 -12.189 -0.26
O 11.427 -12.870 -14.780 -0.25
C 10.051 -12.454 -14.781 -0.25
C 9.689 -12.206 -16.220 -0.05
C 11.556 -15.231 -13.452 -0.06
H 9.990 -11.464 -14.326 0.09
H 9.319 -13.078 -14.269 0.14
H 10.536 -11.764 -16.746 0.08
H 8.904 -11.455 -16.326 0.09
H 9.298 -13.066 -16.762 0.09
H 12.110 -15.768 -12.683 0.08
H 11.576 -15.745 -14.412 0.08
H 10.502 -15.251 -13.173 0.08
O 18.458 -9.786 -11.650 -0.28
S 17.076 -9.376 -11.864 0.77
O 16.175 -10.328 -12.612 -0.45
O 16.362 -9.077 -10.413 -0.25
C 17.158 -8.486 -9.381 -0.25
C 16.693 -9.026 -8.050 -0.05
C 17.053 -7.690 -12.588 -0.03
H 16.852 -7.443 -9.470 0.13
H 18.212 -8.699 -9.551 0.12
H 15.708 -8.671 -7.747 0.09
H 17.417 -8.714 -7.298 0.09
H 16.618 -10.113 -7.999 0.09
H 17.805 -7.221 -11.952 0.08
H 16.121 -7.185 -12.335 0.08
H 17.257 -7.703 -13.656 0.06
O 18.639 -16.160 -13.471 -0.23
S 18.633 -14.907 -14.244 0.80
O 17.580 -13.874 -14.052 -0.45
O 20.096 -14.140 -14.106 -0.26
C 21.226 -14.996 -14.060 -0.30
C 22.331 -14.409 -13.267 -0.06
C 18.809 -15.326 -16.064 -0.03
H 21.519 -15.023 -15.111 0.12
H 21.099 -16.019 -13.705 0.13
H 22.189 -14.349 -12.189 0.10
H 22.699 -13.505 -13.755 0.08
H 23.235 -15.013 -13.361 0.10
H 18.128 -16.088 -16.440 0.08
H 19.797 -15.775 -16.163 0.07
H 18.816 -14.418 -16.666 0.06
O 16.717 -14.367 -22.381 -0.29
S 15.812 -13.315 -21.974 0.67
O 15.219 -12.377 -22.936 -0.28
O 14.533 -13.916 -21.095 -0.26
C 14.612 -15.251 -20.643 -0.30
C 13.986 -16.226 -21.659 -0.06
C 16.641 -12.414 -20.647 -0.13
H 13.965 -15.354 -19.771 0.11
H 15.586 -15.641 -20.345 0.11
H 14.265 -16.125 -22.709 0.08
H 12.926 -15.972 -21.629 0.08
H 14.123 -17.282 -21.428 0.08
H 15.845 -11.768 -20.278 0.05
H 17.502 -11.932 -21.107 0.07
H 16.951 -13.061 -19.828 0.05
O 19.033 -9.472 -15.545 -0.25
S 19.117 -10.734 -14.850 0.72
O 17.921 -11.239 -14.182 -0.42
O 19.565 -11.862 -15.987 -0.28
C 20.504 -11.387 -16.917 -0.28
C 20.613 -12.452 -18.035 -0.03
C 20.668 -10.727 -13.839 -0.05
H 21.483 -11.326 -16.439 0.12
H 20.155 -10.501 -17.445 0.13
H 19.599 -12.411 -18.441 0.07
H 20.703 -13.448 -17.603 0.07
H 21.287 -12.249 -18.865 0.10
H 21.467 -10.145 -14.298 0.09
H 21.118 -11.706 -14.005 0.04
H 20.508 -10.507 -12.786 0.06
O 13.768 -8.213 -13.168 -0.24
S 13.157 -9.379 -13.744 0.71
O 13.916 -10.630 -13.809 -0.43
O 11.848 -9.764 -12.829 -0.27
C 10.856 -8.713 -12.539 -0.21
C 9.469 -9.313 -12.611 -0.05
C 12.335 -9.088 -15.380 -0.03
H 11.004 -7.914 -13.266 0.11
H 11.088 -8.292 -11.561 0.13
H 9.443 -10.356 -12.297 0.08
H 8.973 -9.242 -13.579 0.08
H 8.855 -8.763 -11.897 0.09
H 11.707 -8.200 -15.331 0.08
H 11.726 -9.949 -15.654 0.06
H 13.077 -8.976 -16.170 0.06
```

Properties
HOMO level   -0.5115 Ha
LUMO energy   -9.14 eV
Charge   +2
Gap between HOMO and LUMO   4.7738 eV
Energy above the lowest of the compared OMol25 structures with the same formula, charge and spin   0.0 kJ/mol



[3]
# C3H9N2O

A molecular structure, C3H9N2O (the ωB97M-V functional and the def2-TZVPD basis, the Open Molecules 2025 dataset).

XYZ file:
```
15
Properties=species:S:1:pos:R:3:lowdin_charge:R:1
C -1.726 1.512 -2.021 -0.04
C 1.494 -1.586 -0.482 0.01
C -0.407 -1.162 0.957 0.02
N 0.659 0.577 -0.267 0.27
N 0.636 -0.599 0.117 -0.24
O -2.109 2.097 -2.901 0.08
H -1.076 2.640 0.079 0.02
H 2.328 -1.200 -1.051 0.11
H 1.801 -2.335 0.376 0.16
H 0.859 -2.250 -1.111 0.13
H -0.692 -2.162 0.552 0.13
H 0.040 -1.368 1.861 0.09
H -1.321 -0.704 1.222 0.10
H -0.117 1.168 0.239 0.06
H -1.707 2.677 0.530 0.09
```

Properties
HOMO level   -0.6121 Ha
LUMO energy   -5.85 eV
Charge   +1
Gap between HOMO and LUMO   10.8048 eV
Energy above the lowest of the compared OMol25 structures with the same formula, charge and spin   477.4 kJ/mol



For the records above, the corresponding max |F| values read 4.51, 5.95, 3.44 eV Å⁻¹.
For the records above, the corresponding E_tot values read -78365.2548, -180464.7750, -8274.1262 eV.